1.
CH4OP2 | ωB97M-V with the def2-TZVPD basis set

Structure (XYZ):
```
8
Properties=species:S:1:pos:R:3:forces:R:3:nbo_charge:R:1
C -1.780 0.672 -0.150 1.31 -1.19 -0.52 -0.794
P -1.044 -0.868 -0.293 -0.87 1.02 0.38 0.379
H -1.101 1.594 0.003 -1.51 -1.61 -0.30 0.245
H -2.857 0.702 -0.361 0.52 0.69 0.44 0.223
H -2.204 -1.786 -0.452 0.63 1.08 0.02 -0.051
O 2.854 0.852 -0.268 -1.07 2.06 -0.49 -0.956
P 3.398 -0.406 0.189 2.14 -1.82 -1.12 1.155
H 2.734 -0.760 1.333 -1.12 -0.23 1.60 -0.200
```
Forces are in eV/Å.

Summary:
- Energy: -798.34104 Ha
- Net charge: 0
- Structure (SMILES): C=P.O=P
- Gap between HOMO and LUMO: 8.799 eV
- Energy relative to the best compared isomer or geometry (same formula, charge and spin): 197.0 kJ/mol



2.
C34H65F4N11O10S4 | ωB97M-V with the def2-TZVPD basis set

Structure (XYZ):
```
128
Properties=species:S:1:pos:R:3:forces:R:3:lowdin_charge:R:1
C -11.826 -8.608 5.968 -0.29 0.64 0.36 -0.047
C -10.632 -7.639 6.025 -0.54 -0.66 -1.23 -0.152
N -11.044 -6.231 5.976 -0.28 0.97 0.13 -0.036
C -11.863 -5.627 5.023 0.35 -0.09 0.30 0.014
C -12.279 -4.434 5.543 -0.44 -0.88 -0.34 0.007
N -11.800 -4.378 6.823 1.02 0.77 0.00 -0.084
C -10.928 -5.369 6.984 -1.24 -0.60 1.12 -0.026
C -12.046 -3.279 7.784 0.72 -0.16 -0.52 0.049
H -12.523 -8.346 6.768 0.02 -0.27 0.11 0.088
H -11.451 -9.619 6.115 -0.01 -0.01 0.02 0.077
H -12.416 -8.585 5.052 0.31 0.12 -0.20 0.073
H -10.025 -7.815 5.134 0.58 -0.23 0.43 0.112
H -10.156 -7.836 6.980 0.58 0.36 -0.21 0.104
H -12.018 -6.104 4.072 -0.17 0.13 -0.02 0.137
H -12.880 -3.649 5.118 -0.12 -0.10 0.03 0.147
H -10.377 -5.481 7.905 0.06 -0.36 -0.12 0.169
H -13.077 -3.284 8.124 -0.10 0.09 -0.30 0.110
H -11.740 -2.386 7.245 -0.38 0.34 0.41 0.110
H -11.408 -3.410 8.655 0.08 -0.07 -0.08 0.102
C -10.327 -9.614 0.273 0.63 0.02 1.31 -0.045
C -11.671 -9.478 1.002 0.45 -0.38 -1.14 -0.149
N -12.087 -10.759 1.581 -0.22 -0.62 1.60 -0.037
C -13.079 -11.658 1.209 0.50 0.89 -1.14 0.002
C -12.951 -12.758 1.971 0.25 0.23 0.90 0.003
N -11.935 -12.481 2.887 -0.81 -0.20 0.11 -0.070
C -11.474 -11.260 2.672 0.41 0.32 -1.27 -0.018
C -11.552 -13.370 3.985 -0.13 -0.12 -0.15 0.024
H -9.537 -9.904 0.977 -0.22 -0.14 0.14 0.060
H -9.993 -8.624 -0.037 -0.25 -0.11 -0.60 0.087
H -10.322 -10.377 -0.500 -0.25 0.32 -0.33 0.088
H -12.390 -9.188 0.238 -0.40 0.10 0.40 0.126
H -11.604 -8.746 1.802 -0.13 0.07 -0.03 0.116
H -13.727 -11.375 0.396 -0.13 -0.38 0.00 0.138
H -13.531 -13.657 2.071 -0.03 0.00 -0.24 0.136
H -10.633 -10.751 3.141 0.08 -0.32 0.31 0.123
H -12.404 -13.955 4.329 -0.24 0.33 -0.08 0.100
H -11.197 -12.741 4.793 0.38 -0.29 0.02 0.098
H -10.833 -14.102 3.624 0.40 0.33 0.17 0.090
C -8.196 -10.918 11.291 0.99 -0.66 -0.20 -0.055
C -7.213 -10.019 10.532 -1.36 1.09 0.77 -0.160
N -7.289 -10.218 9.081 0.88 -1.43 0.24 -0.035
C -8.264 -9.814 8.217 -0.34 1.00 -0.48 -0.046
C -8.001 -10.336 6.989 0.41 -1.46 0.09 0.015
N -6.897 -11.167 7.157 -1.22 -0.40 1.01 -0.051
C -6.532 -11.113 8.436 0.60 0.45 -0.95 0.003
C -6.421 -12.181 6.206 1.34 0.72 -0.58 0.047
H -7.881 -11.963 11.240 -0.09 -0.02 -0.13 0.082
H -9.194 -10.842 10.866 -0.08 0.12 0.19 0.076
H -8.172 -10.671 12.350 -0.25 0.22 -0.05 0.088
H -6.194 -10.011 10.910 0.16 -0.56 -0.38 0.138
H -7.557 -9.004 10.750 0.14 0.15 -0.43 0.118
H -9.047 -9.150 8.541 0.04 0.00 0.01 0.120
H -8.525 -10.453 6.050 -0.15 0.73 0.01 0.116
H -5.682 -11.669 8.800 -0.05 0.16 0.34 0.187
H -5.526 -11.750 5.747 -0.03 -0.23 -0.21 0.081
H -7.140 -12.392 5.418 -0.28 0.15 0.23 0.089
H -6.097 -13.089 6.707 -0.27 0.04 0.21 0.113
C -7.437 -13.670 0.563 0.25 -1.05 -0.21 -0.043
C -7.016 -14.411 1.838 -0.19 1.07 -0.29 -0.160
N -7.199 -15.859 1.762 0.81 -0.28 -0.25 -0.035
C -8.309 -16.589 2.062 -0.30 0.34 0.30 -0.011
C -8.055 -17.885 1.758 0.19 0.16 -0.94 0.004
N -6.793 -17.898 1.201 1.06 0.06 0.67 -0.091
C -6.251 -16.678 1.271 -1.60 0.50 0.17 0.027
C -6.060 -19.066 0.697 -0.98 -0.36 0.50 0.034
H -8.507 -13.741 0.359 -0.07 0.12 0.23 0.073
H -6.939 -14.144 -0.286 0.11 0.34 -0.12 0.082
H -7.132 -12.633 0.662 -0.03 0.03 -0.09 0.063
H -7.590 -13.941 2.637 0.13 -0.54 0.41 0.110
H -5.955 -14.268 2.010 0.11 0.20 0.25 0.086
H -9.159 -16.081 2.481 -0.12 -0.26 -0.01 0.126
H -8.673 -18.763 1.700 -0.04 0.02 0.34 0.137
H -5.286 -16.317 0.954 0.14 -0.35 0.03 0.184
H -6.576 -19.961 1.046 -0.21 0.08 -0.20 0.101
H -5.091 -19.140 1.181 0.30 0.38 -0.59 0.112
H -6.136 -19.004 -0.385 0.73 -0.32 -0.03 0.109
C -6.324 -6.664 8.269 0.02 -0.08 0.45 -0.082
C -6.785 -6.451 6.825 -0.07 -0.58 0.52 -0.234
C -5.737 -5.652 6.078 -0.46 -0.03 0.39 -0.110
N -5.987 -5.522 4.597 -1.06 -0.51 -0.86 -0.223
C -4.876 -4.769 3.958 1.79 -0.70 0.13 0.031
C -7.283 -4.869 4.233 -0.89 0.13 0.20 -0.116
C -7.734 -5.354 2.851 0.74 0.11 -0.65 -0.124
C -6.842 -6.582 2.555 0.43 -0.10 0.73 -0.121
C -6.189 -6.881 3.899 1.57 -0.71 0.28 -0.097
H -5.832 -5.810 8.740 -0.23 0.25 -0.21 0.089
H -5.594 -7.470 8.357 -0.07 -0.10 -0.28 0.073
H -7.195 -6.919 8.878 0.09 -0.03 0.13 0.056
H -7.782 -5.996 6.825 0.15 0.43 -0.02 0.081
H -6.969 -7.455 6.436 0.33 0.05 -0.30 0.088
H -4.744 -6.059 6.236 -0.02 -0.37 -0.39 0.095
H -5.674 -4.673 6.560 -0.16 0.31 -0.55 0.152
H -3.912 -5.163 4.298 -0.33 0.10 0.82 0.089
H -4.948 -3.725 4.239 -0.06 0.08 -0.34 0.120
H -4.696 -5.001 2.907 -1.17 0.51 -0.24 0.120
H -7.257 -3.786 4.335 0.23 -0.04 0.17 0.139
H -8.041 -5.293 4.888 0.25 0.28 0.47 0.101
H -7.573 -4.656 2.030 -0.09 0.35 0.30 0.117
H -8.809 -5.514 2.932 0.04 -0.43 -0.31 0.100
H -6.033 -6.333 1.871 -0.31 0.16 -0.31 0.113
H -7.346 -7.466 2.173 -0.14 0.03 0.12 0.106
H -5.178 -7.298 3.911 -0.03 -0.02 -0.66 0.105
H -6.733 -7.627 4.476 -0.52 0.67 0.33 0.112
N -3.144 -7.477 5.116 -0.91 -2.97 0.41 -0.303
S -1.988 -6.943 5.996 2.73 4.25 2.07 0.513
O -0.814 -6.475 5.321 -0.79 -1.12 -0.06 -0.251
O -1.871 -7.438 7.346 -0.44 -0.08 -1.23 -0.276
F -2.710 -5.453 6.249 -0.06 -0.25 0.14 -0.274
S -3.364 -9.018 5.686 -0.04 -0.91 -1.17 0.519
O -4.382 -9.155 6.694 -0.58 0.48 -0.28 -0.306
O -2.184 -9.782 5.841 -0.04 0.26 -0.08 -0.223
F -4.046 -9.582 4.358 -0.24 0.51 0.38 -0.191
N -1.791 -13.380 2.656 -3.38 0.61 1.06 -0.262
S -0.966 -13.303 3.981 5.54 -0.37 2.65 0.458
O -1.244 -14.333 4.950 -0.97 0.60 -0.37 -0.298
O -0.622 -11.992 4.462 -0.76 -0.85 -0.66 -0.270
F 0.448 -13.863 3.409 -0.99 0.56 -0.35 -0.204
S -3.303 -13.274 3.320 -2.50 -0.98 -2.96 0.552
O -3.675 -12.310 4.316 1.03 -0.59 0.31 -0.302
O -4.025 -14.540 3.311 0.94 0.44 0.65 -0.337
F -4.081 -12.623 2.052 0.60 0.30 -0.47 -0.236
C -6.760 -10.553 2.693 1.23 0.19 1.33 -0.002
C -8.151 -10.600 3.283 -0.70 -0.11 -0.82 -0.757
O -8.680 -11.740 3.327 -0.24 -0.36 0.35 -0.087
O -8.752 -9.544 3.652 0.17 0.14 0.16 -0.108
H -6.623 -10.579 1.615 -0.51 0.09 -0.07 0.084
H -6.207 -11.404 3.102 -0.09 -0.20 -0.31 0.063
H -6.184 -9.722 3.108 -0.20 0.29 -0.34 0.055
```
Forces are in eV/Å.

Summary:
- Energy: -4680.83158 Ha
- Net charge: +2
- Gap between HOMO and LUMO: 6.414 eV
- Energy relative to the best compared isomer or geometry (same formula, charge and spin): 0.0 kJ/mol